The following is a DFT calculation (the ωB97M-V functional and the def2-TZVPD basis) of a molecular structure, C14H30O4S.

## Properties
Relative energy (zero: lowest compared OMol25 entry of this formula, charge and spin)   14.172 eV
Electronic energy   -34016.3523 eV
LUMO energy   0.48 eV
Gap between HOMO and LUMO   9.53 eV
HOMO level   -9.054 eV
Total charge   0

```
49
C14H30O4S | the Open Molecules 2025 dataset | the ωB97M-V functional and the def2-TZVPD basis
C -2.142 -3.392 -1.360
C -2.059 -1.909 -1.131
C -2.799 -1.528 0.150
C -3.118 -0.162 0.431
H -3.680 -0.207 1.255
H -3.878 0.183 -0.273
C -1.990 0.599 0.682
C -2.285 2.236 0.496
C -2.826 2.832 -0.787
H -2.922 3.826 -0.584
H -3.760 2.536 -0.989
H -2.141 2.771 -1.583
H -1.357 2.595 0.808
H -2.998 2.435 1.433
C -1.026 0.280 1.566
C 0.334 0.840 1.831
H 0.993 0.217 2.559
H 0.353 1.890 1.993
C 1.277 0.773 0.335
C 2.621 1.083 0.671
H 2.675 2.121 0.509
H 2.897 0.720 1.650
C 3.534 0.623 -0.523
C 3.063 1.126 -1.762
H 2.131 0.901 -2.453
H 3.905 0.772 -2.715
H 3.138 1.980 -1.913
C 5.034 1.018 -0.312
H 5.220 0.400 0.787
H 5.683 0.416 -0.981
H 5.142 2.047 -0.294
H 3.409 -0.607 -0.733
H 0.757 1.316 -0.374
O 0.989 -0.794 -0.124
S 1.588 -1.953 0.685
O 2.350 -2.496 -0.225
O 2.280 -1.499 1.717
O 0.292 -2.653 1.338
H -0.053 -3.089 0.312
H -1.624 0.709 2.722
H -0.841 -0.865 1.849
H -1.487 0.645 -0.175
H -4.040 -2.136 0.155
H -2.469 -2.226 1.030
H -2.806 -1.304 -2.018
H -1.031 -1.597 -1.066
H -1.714 -4.071 -0.562
H -1.446 -3.740 -2.281
H -3.173 -3.660 -1.748
```

The following is a DFT calculation (the ωB97M-V functional and the def2-TZVPD basis) of a molecular structure, C23H22N5OsTe.

## Properties
Relative energy (zero: lowest compared OMol25 entry of this formula, charge and spin)   0.683 eV
Spin multiplicity   5
Electronic energy   -41389.8607 eV
LUMO energy (alpha / beta)   -10.04 / -11.98 eV
Gap between HOMO and LUMO (alpha / beta)   6.58 / 4.87 eV
HOMO level (alpha / beta)   -16.623 / -16.852 eV
Total charge   +3

```
52
C23H22N5OsTe | the Open Molecules 2025 dataset | the ωB97M-V functional and the def2-TZVPD basis
Os 1.617 1.110 -0.463
N -1.617 4.093 -1.173
C -0.579 3.507 -0.601
N 0.028 2.449 -1.101
C -0.393 1.972 -2.349
N 0.377 1.135 -3.005
N 1.498 0.800 -2.423
C 2.497 0.179 -2.996
C 3.622 -0.053 -2.140
C 4.864 -0.509 -2.592
C 5.908 -0.625 -1.689
C 5.675 -0.322 -0.348
C 4.419 0.115 0.045
N 3.415 0.270 -0.819
C -1.617 2.451 -2.918
C -2.204 1.895 -4.063
C -3.352 2.455 -4.583
C -3.945 3.561 -3.966
C -3.391 4.119 -2.829
C -2.226 3.573 -2.301
H -2.003 4.945 -0.771
H -0.206 3.925 0.329
H 2.480 -0.103 -4.044
H 5.001 -0.744 -3.638
H 6.884 -0.948 -2.023
H 6.454 -0.433 0.389
H 4.206 0.328 1.091
H -1.751 1.031 -4.520
H -3.792 2.041 -5.479
H -4.848 3.980 -4.382
H -3.851 4.967 -2.348
C -2.133 -3.873 5.539
C -1.590 -3.168 4.370
C -1.890 -3.590 3.067
C -1.446 -2.900 1.954
C -1.773 -3.401 0.595
C -0.663 -1.733 2.143
Te -0.299 -0.594 0.387
C -0.287 -1.319 3.432
C 0.581 -0.134 3.677
C -0.759 -2.043 4.521
H -2.790 -4.692 5.260
H -2.673 -3.184 6.195
H -1.326 -4.264 6.167
H -2.490 -4.476 2.922
H -2.391 -4.294 0.640
H -0.857 -3.648 0.051
H -2.314 -2.643 0.017
H 0.902 0.331 2.738
H 1.463 -0.426 4.246
H 0.054 0.611 4.274
H -0.490 -1.721 5.517
```

The following is a DFT calculation (the ωB97M-V functional and the def2-TZVPD basis) of a single C7H11B molecule.

## Properties
Relative energy (zero: lowest compared OMol25 entry of this formula, charge and spin)   3.269 eV
Electronic energy   -8107.9932 eV
LUMO energy (alpha / beta)   0.03 / 0.37 eV
Gap between HOMO and LUMO (alpha / beta)   7.42 / 9.18 eV
HOMO level (alpha / beta)   -7.393 / -8.809 eV
Total charge   0

```
19
C7H11B | the Open Molecules 2025 dataset | the ωB97M-V functional and the def2-TZVPD basis
B -1.374 -0.003 -0.134
C -0.060 0.761 -0.633
C 1.094 0.879 0.420
C 3.482 -0.231 -0.070
C -1.359 -1.545 0.048
C -0.206 -2.173 -0.007
C 2.242 0.063 0.108
C -2.710 0.792 0.146
H 0.345 0.245 -1.504
H -0.308 1.772 -0.963
H 1.398 1.936 0.477
H 0.727 0.597 1.411
H 4.303 0.474 0.088
H 3.809 -1.212 -0.393
H -2.299 -2.081 0.246
H 0.108 -3.197 0.073
H -3.539 0.375 -0.426
H -2.654 1.854 -0.080
H -2.999 0.696 1.193
```

The following is a DFT calculation (the ωB97M-V functional and the def2-TZVPD basis) of a molecular structure, C4H8O2.

## Properties
Relative energy (zero: lowest compared OMol25 entry of this formula, charge and spin)   2.845 eV
Electronic energy   -8370.4366 eV
LUMO energy   1.07 eV
Gap between HOMO and LUMO   11.02 eV
HOMO level   -9.952 eV
Total charge   0

```
14
C4H8O2 | the Open Molecules 2025 dataset | the ωB97M-V functional and the def2-TZVPD basis
O 0.468 -0.749 -1.923
C 0.942 -1.136 -0.654
C 0.226 -0.404 0.432
C 0.168 1.099 0.372
C -1.320 0.796 0.737
O -1.208 -0.549 0.259
H -0.496 -0.848 -1.887
H 0.819 -2.212 -0.478
H 2.001 -0.873 -0.600
H 0.513 -0.699 1.447
H 0.725 1.739 1.052
H 0.297 1.467 -0.667
H -1.615 1.589 0.096
H -1.520 0.780 1.816
```

The following is a DFT calculation (the ωB97M-V functional and the def2-TZVPD basis) of a single C19H30N2O4 molecule.

## Properties
Relative energy (zero: lowest compared OMol25 entry of this formula, charge and spin)   1.590 eV
Electronic energy   -31360.7261 eV
LUMO energy   0.68 eV
SMILES string   CCOC(=O)N(NC(=O)C(O)(CC(C)C)CC(C)C)c1ccccc1
Gap between HOMO and LUMO   9.39 eV
HOMO level   -8.717 eV
Total charge   0

```
55
C19H30N2O4 | the Open Molecules 2025 dataset | the ωB97M-V functional and the def2-TZVPD basis
C -1.043 -3.862 -0.868
C 0.100 -3.797 0.133
O 0.393 -2.436 0.448
C 1.634 -1.990 0.138
O 2.532 -2.682 -0.261
N 1.719 -0.645 0.390
N 0.544 0.032 0.700
C -0.455 0.154 -0.225
O -0.272 0.056 -1.414
C -1.828 0.403 0.438
O -1.872 -0.394 1.618
C -2.900 -0.020 -0.582
C -4.362 0.012 -0.119
C -4.699 -1.139 0.827
C -5.270 -0.044 -1.347
C -1.952 1.863 0.919
C -1.109 2.922 0.198
C -1.255 4.249 0.943
C -1.512 3.100 -1.263
C 2.882 0.117 0.118
C 4.138 -0.386 0.435
C 5.262 0.379 0.181
C 5.143 1.644 -0.368
C 3.889 2.143 -0.677
C 2.759 1.383 -0.439
H -1.958 -3.467 -0.433
H -1.212 -4.894 -1.160
H -0.795 -3.279 -1.752
H -0.169 -4.292 1.072
H 1.004 -4.260 -0.274
H 0.246 -0.027 1.671
H -1.820 -1.323 1.359
H -2.788 0.632 -1.448
H -2.662 -1.034 -0.918
H -4.559 0.951 0.407
H -4.134 -1.059 1.751
H -5.759 -1.120 1.074
H -4.480 -2.097 0.356
H -5.091 -0.958 -1.910
H -5.087 0.804 -2.004
H -6.316 -0.025 -1.049
H -2.999 2.163 0.871
H -1.668 1.854 1.974
H -0.056 2.626 0.239
H -0.638 5.015 0.478
H -2.290 4.584 0.922
H -0.947 4.147 1.981
H -2.580 3.294 -1.343
H -0.979 3.945 -1.695
H -1.267 2.218 -1.847
H 4.232 -1.372 0.859
H 6.238 -0.016 0.422
H 6.024 2.238 -0.559
H 3.787 3.125 -1.113
H 1.784 1.760 -0.705
```

The following is a DFT calculation (the ωB97M-V functional and the def2-TZVPD basis) of 2 unconnected molecules or ions with the total composition C5H5ClN2O2S.

## Properties
Relative energy (zero: lowest compared OMol25 entry of this formula, charge and spin)   1.986 eV
Electronic energy   -35691.1759 eV
LUMO energy   -1.80 eV
SMILES string   O=[N+]([O-])/C(S)=N\C=C\Cl.C#C
Gap between HOMO and LUMO   7.33 eV
HOMO level   -9.129 eV
Total charge   0

```
16
C5H5ClN2O2S | the Open Molecules 2025 dataset | the ωB97M-V functional and the def2-TZVPD basis
O 0.825 -0.669 -2.369
N 0.570 0.551 -2.137
O 1.168 1.519 -2.548
C -0.320 0.773 -1.063
S -0.697 2.506 -0.796
N -0.709 -0.053 -0.194
C -0.876 -1.385 -0.263
C -0.934 -2.007 0.894
Cl -1.223 -3.750 0.946
H -1.407 2.280 0.190
H -0.961 -1.986 -1.199
H -0.545 -1.512 1.795
C 1.267 1.455 1.967
C 1.213 0.418 1.359
H 1.027 2.421 2.266
H 1.602 -0.563 1.152
```

The following is a DFT calculation (the ωB97M-V functional and the def2-TZVPD basis) of 2 unconnected molecules or ions with the total composition C4H5ClO2S.

## Properties
Relative energy (zero: lowest compared OMol25 entry of this formula, charge and spin)   5.022 eV
Electronic energy   -31676.6976 eV
LUMO energy   -0.65 eV
Gap between HOMO and LUMO   8.49 eV
HOMO level   -9.146 eV
Total charge   0

```
13
C4H5ClO2S | the Open Molecules 2025 dataset | the ωB97M-V functional and the def2-TZVPD basis
C 0.379 0.871 0.406
C -0.711 0.721 -0.654
C -0.755 -0.306 -1.436
C 0.523 -0.552 1.158
H 2.682 0.047 0.409
H -0.196 1.400 1.281
H -1.751 1.308 -0.883
H -1.771 -0.797 -2.093
H -1.299 -0.858 0.482
O -0.814 -1.054 1.263
O 1.523 -1.115 1.604
S 1.746 1.766 0.024
Cl 0.444 -1.431 -1.560
```

The following is a DFT calculation (the ωB97M-V functional and the def2-TZVPD basis) of a single C2H3N3O2 molecule.

## Properties
Relative energy (zero: lowest compared OMol25 entry of this formula, charge and spin)   3.318 eV
Electronic energy   -10685.1383 eV
LUMO energy   0.36 eV
SMILES string   [H]/N=c1\[nH]oc(=O)[nH]1
Gap between HOMO and LUMO   10.57 eV
HOMO level   -10.216 eV
Total charge   0

```
10
C2H3N3O2 | the Open Molecules 2025 dataset | the ωB97M-V functional and the def2-TZVPD basis
H 0.242 -0.678 2.634
N -0.099 0.128 2.084
C 0.027 0.022 0.752
N -0.344 -1.207 0.038
O 0.173 -0.792 -1.303
C 0.015 0.500 -1.525
O -0.254 0.975 -2.654
N -0.076 1.082 -0.236
H 0.284 -2.011 0.380
H 0.031 1.980 -0.172
```

The following is a DFT calculation (the ωB97M-V functional and the def2-TZVPD basis) of a molecular structure, BF4K.

## Properties
Relative energy (zero: lowest compared OMol25 entry of this formula, charge and spin)   0.000 eV
Electronic energy   -27878.7917 eV
LUMO energy   -1.12 eV
Gap between HOMO and LUMO   10.41 eV
HOMO level   -11.535 eV
Total charge   0

```
6
BF4K | the Open Molecules 2025 dataset | the ωB97M-V functional and the def2-TZVPD basis
K 1.254 -1.930 -1.081
B -0.248 0.383 0.218
F 1.144 0.647 0.160
F -0.544 -0.687 1.086
F -0.881 1.548 0.687
F -0.725 0.039 -1.070
```

The following is a DFT calculation (the ωB97M-V functional and the def2-TZVPD basis) of a molecular structure, C47H47Cl3MoN5OS3Si.

## Properties
Relative energy (zero: lowest compared OMol25 entry of this formula, charge and spin)   1.124 eV
Spin multiplicity   3
Electronic energy   -138802.9497 eV
LUMO energy (alpha / beta)   -3.37 / -3.17 eV
Gap between HOMO and LUMO (alpha / beta)   6.44 / 6.88 eV
HOMO level (alpha / beta)   -9.809 / -10.049 eV
Total charge   +1

```
108
C47H47Cl3MoN5OS3Si | the Open Molecules 2025 dataset | the ωB97M-V functional and the def2-TZVPD basis
Mo -1.057 -0.306 1.716
C -3.049 -2.990 1.534
C -3.683 -1.929 2.372
C -4.905 -2.234 3.000
C -5.490 -1.345 3.839
C -4.874 -0.098 4.060
C -5.428 0.852 4.945
C -4.811 2.051 5.133
C -3.632 2.352 4.422
C -3.073 1.448 3.552
S -1.642 1.835 2.626
C -3.674 0.180 3.372
N -3.067 -0.757 2.540
H -3.692 -3.865 1.470
H -2.102 -3.292 1.984
H -2.841 -2.625 0.531
H -5.353 -3.201 2.813
H -6.423 -1.577 4.343
H -6.347 0.605 5.469
H -5.223 2.778 5.823
H -3.150 3.315 4.548
C -0.756 -4.813 0.342
Si -0.351 -3.323 -0.699
C 1.459 -3.455 -1.123
C -1.381 -3.325 -2.244
C -0.539 -1.654 0.170
H -0.267 -5.677 -0.125
H -1.827 -5.032 0.400
H -0.360 -4.727 1.361
H 1.616 -4.268 -1.842
H 2.044 -3.674 -0.224
H 1.852 -2.531 -1.570
H -1.397 -4.337 -2.672
H -0.964 -2.654 -3.001
H -2.420 -3.025 -2.054
H 0.149 -1.010 -0.397
H -0.105 -1.836 1.207
C 3.516 -3.488 3.745
C 3.169 -2.885 2.518
C 2.032 -2.133 2.407
C 1.154 -1.916 3.506
C -0.071 -1.139 3.431
C -0.767 -0.971 4.615
C -0.364 -1.527 5.848
C 0.753 -2.295 5.908
C 1.537 -2.507 4.745
C 2.714 -3.294 4.830
H 4.415 -4.090 3.820
H 3.818 -3.009 1.655
H 1.829 -1.676 1.457
H -1.666 -0.373 4.634
H -0.959 -1.346 6.736
H 1.069 -2.750 6.841
H 2.969 -3.736 5.789
Cl 4.503 3.790 -4.071
C 2.789 3.542 -4.072
C 2.105 3.472 -2.873
C 0.736 3.250 -2.894
C 0.026 3.083 -4.079
C -1.469 2.823 -4.126
C -2.244 3.183 -2.838
N -2.436 2.107 -1.863
C -3.454 1.178 -1.885
C -3.248 0.370 -0.811
N -2.100 0.768 -0.151
C -1.640 1.806 -0.814
O -1.815 1.520 -4.570
C -1.059 0.412 -4.055
C 0.004 -0.083 -4.989
C -0.258 -0.681 -6.180
Cl -1.808 -0.987 -6.839
S 1.162 -1.154 -7.012
C 2.152 -0.551 -5.752
C 1.411 -0.015 -4.748
C 0.752 3.199 -5.270
Cl -0.035 3.112 -6.809
C 2.118 3.423 -5.275
H 2.637 3.594 -1.936
H 0.220 3.202 -1.942
H -1.863 3.494 -4.886
H -3.237 3.511 -3.127
H -1.758 4.021 -2.340
H -4.227 1.192 -2.638
H -3.845 -0.461 -0.467
H -0.783 2.390 -0.524
H -1.785 -0.379 -3.879
H -0.595 0.662 -3.097
H 3.230 -0.627 -5.829
H 1.841 0.423 -3.848
H 2.650 3.502 -6.215
N 1.339 3.218 2.260
C 1.944 2.407 1.386
S 1.275 0.931 0.875
N 3.121 2.872 0.915
C 4.154 2.348 0.064
C 4.063 1.220 -0.746
C 5.150 0.859 -1.536
C 6.318 1.602 -1.536
C 6.403 2.730 -0.730
C 5.330 3.098 0.062
H 0.530 2.891 2.770
H 1.811 4.030 2.622
H 3.394 3.754 1.314
H 3.166 0.629 -0.773
H 5.069 -0.021 -2.165
H 7.156 1.311 -2.159
H 7.307 3.326 -0.714
H 5.407 3.982 0.691
```

The following is a DFT calculation (the ωB97M-V functional and the def2-TZVPD basis) of 6 unconnected molecules or ions with the total composition C5H18O8.

## Properties
Relative energy (zero: lowest compared OMol25 entry of this formula, charge and spin)   1.188 eV
Electronic energy   -21856.5480 eV
LUMO energy   0.38 eV
SMILES string   O=CCCCC(=O)O.O.O.O.O.O
Gap between HOMO and LUMO   9.84 eV
HOMO level   -9.454 eV
Total charge   0

```
31
C5H18O8 | the Open Molecules 2025 dataset | the ωB97M-V functional and the def2-TZVPD basis
O -2.121 -3.770 -0.977
C -1.716 -2.729 -1.389
C -0.289 -2.176 -1.633
C 0.698 -2.694 -0.574
C 0.087 -2.311 0.857
C -0.599 -0.960 1.023
O -1.638 -0.629 0.468
O 0.098 -0.150 1.769
H -2.375 -1.978 -1.837
H -0.465 -1.054 -1.505
H 0.138 -2.161 -2.668
H 1.656 -2.180 -0.742
H 0.880 -3.758 -0.640
H 1.023 -2.335 1.556
H -0.506 -3.195 1.273
H -0.507 0.636 2.084
O 4.279 0.495 0.554
H 3.601 -0.039 0.194
H 4.851 -0.049 1.019
O -1.603 1.705 2.559
H -2.525 1.792 2.191
H -1.267 2.542 2.234
O 0.952 2.849 -0.888
H 0.269 2.665 -1.597
H 1.578 3.430 -1.422
O -0.919 1.445 -2.038
H -0.914 1.011 -1.145
H -1.728 1.277 -2.463
O -0.625 3.894 1.257
H -0.323 4.463 1.901
H 0.013 3.964 0.578
```

The following is a DFT calculation (the ωB97M-V functional and the def2-TZVPD basis) of 13 unconnected molecules or ions with the total composition C4H31NO15.

## Properties
Relative energy (zero: lowest compared OMol25 entry of this formula, charge and spin)   6.178 eV
Electronic energy   -36851.0629 eV
LUMO energy   -0.26 eV
Gap between HOMO and LUMO   10.36 eV
HOMO level   -10.622 eV
Total charge   0

```
51
C4H31NO15 | the Open Molecules 2025 dataset | the ωB97M-V functional and the def2-TZVPD basis
C 1.386 1.352 1.321
C 2.169 0.769 0.115
C 3.342 0.122 0.644
O 3.739 -1.022 0.231
N 0.504 0.264 1.737
C -0.763 0.063 1.279
O -0.902 0.855 0.171
O -1.519 -0.770 1.794
H 0.940 2.379 1.051
H 1.938 1.824 2.170
H 1.624 -0.045 -0.580
H 2.365 1.508 -0.707
H 4.005 0.599 1.256
H 0.838 -0.185 2.549
H -1.823 1.205 -0.030
H -1.276 -3.443 0.143
H -0.488 -2.655 1.187
O -0.447 -3.407 0.648
H -2.096 -3.477 -2.028
H -2.345 -2.055 -1.445
O -2.425 -2.979 -1.129
H 1.227 -3.332 -2.683
H 1.435 -4.448 -1.784
O 0.868 -4.122 -2.413
H -1.416 0.982 -1.581
H -1.174 -0.168 -2.336
O -1.793 0.555 -2.352
H 2.205 -1.924 -0.202
H 0.907 -2.939 -0.217
O 1.517 -2.349 -0.613
H 0.710 1.078 4.660
H -0.120 1.760 3.635
O 0.580 1.915 4.227
H 0.840 -1.358 -1.940
H -0.035 -1.213 -3.204
O 0.403 -0.708 -2.599
H 1.007 3.426 -3.318
H -0.381 3.234 -2.585
O 0.470 3.639 -2.421
H 1.352 0.956 -3.337
H 0.363 1.358 -4.400
O 1.209 1.399 -4.226
H -0.499 -1.748 4.658
H -0.975 -1.414 3.255
O -0.935 -1.074 4.273
H -3.874 2.539 -0.215
H -3.891 1.454 0.870
O -3.355 2.175 0.453
H -1.103 3.327 1.803
H -2.536 2.846 1.850
O -1.771 3.253 2.362
```